(1)
A 2-piece molecular cluster, C2H6ClPS2 overall. Source: the OMol25 dataset; level of theory: ωB97M-V/def2-TZVPD.

```
12
Properties=species:S:1:pos:R:3:lowdin_charge:R:1
C 0.46 2.20 0.30 -0.43
P -1.32 1.85 -0.06 0.09
S -0.95 0.66 -1.73 0.35
Cl -1.84 3.61 -0.89 0.16
H 0.97 2.22 -0.76 0.05
H 0.51 3.21 0.75 0.02
H 1.06 1.50 0.96 0.03
H -2.27 0.35 -1.79 -0.17
C -0.78 -1.24 0.88 -0.74
S 0.73 -1.69 0.92 0.61
H -1.31 -0.36 1.45 0.00
H -1.68 -1.69 0.34 0.03
```

As for the total energy: -1677.6942 Ha. The highest occupied orbital energy comes out at -8.7956 eV. The calculation puts the orbital gap at 0.30787 hartree. Its SMILES is CP(S)Cl.C=S. The value obtained for the energy above the lowest of the compared OMol25 structures with the same formula, charge and spin is 46.2 kcal per mole.


(2)
One molecule with the formula C4H9N3O2. Source: the OMol25 dataset; level of theory: ωB97M-V/def2-TZVPD.

```
18
Properties=species:S:1:pos:R:3:lowdin_charge:R:1
C -0.14 1.43 -0.48 -0.01
C -1.88 -0.25 0.47 -0.02
C 0.80 0.59 0.31 -0.51
C -0.59 -0.01 -0.27 -0.43
N 0.93 0.73 1.72 0.12
O 2.36 -1.01 0.15 -0.04
O -1.07 -1.29 -2.05 -0.03
N 1.77 0.05 -0.54 0.04
N -0.07 -1.02 -1.10 0.05
H 2.98 -1.36 -0.49 0.10
H -0.81 -2.14 -2.42 0.10
H 1.60 1.45 1.94 0.09
H 1.24 -0.14 2.13 0.08
H -0.70 2.16 0.08 0.12
H 0.16 1.71 -1.48 0.11
H -2.74 0.15 -0.07 0.08
H -1.81 0.26 1.44 0.08
H -2.03 -1.31 0.65 0.08
```

As for the total energy: -472.3415 Ha. The highest occupied orbital energy (spin up / spin down) comes out at -8.2773 / -8.3418 eV. The calculation puts the orbital gap (spin up / spin down) at 0.32407 / 0.32210 hartree. The value obtained for the energy above the lowest of the compared OMol25 structures with the same formula, charge and spin is 158.2 kcal per mole.


(3)
C9H15CoIN6Se as an isolated structure. Source: the OMol25 dataset; level of theory: ωB97M-V/def2-TZVPD.

```
33
Properties=species:S:1:pos:R:3:lowdin_charge:R:1
Co -1.11 0.72 -2.21 -0.09
C 2.19 2.23 0.83 -0.03
N 2.25 0.86 0.31 -0.14
C 3.52 0.17 0.28 -0.04
C 1.14 0.38 -0.30 -0.41
N 0.06 1.05 -0.53 0.10
N 1.22 -0.98 -0.61 0.16
C 0.40 -1.74 -1.43 -0.47
N 0.63 -3.08 -1.31 0.16
N -0.49 -1.22 -2.20 0.07
H 3.09 2.41 1.41 0.09
H 1.33 2.35 1.50 0.10
H 2.13 2.96 0.02 0.10
H 4.31 0.89 0.49 0.09
H 3.72 -0.25 -0.71 0.10
H 3.60 -0.63 1.03 0.09
H 0.16 2.03 -0.33 0.06
H 1.90 -1.49 -0.08 0.12
H 1.44 -3.42 -0.84 0.10
H 0.22 -3.69 -1.99 0.11
H -1.01 -1.91 -2.72 0.09
Se -3.43 0.90 -1.64 0.57
C -3.06 0.33 0.15 -0.69
C -2.71 -0.98 0.47 -0.15
C -2.38 -1.32 1.77 -0.17
N -2.38 -0.46 2.79 0.04
C -2.73 0.79 2.49 -0.17
C -3.08 1.23 1.22 -0.14
H -2.71 -1.74 -0.31 0.08
H -2.11 -2.35 2.01 0.10
H -2.74 1.50 3.31 0.10
H -3.34 2.26 1.05 0.09
I -0.01 2.21 -3.96 -0.03
```

As for the spin multiplicity: 4. Its expectation value of S² is 3.759. As for the total energy: -4762.4705 Ha. The highest occupied orbital energy (spin up / spin down) comes out at -7.4079 / -7.4172 eV. The calculation puts the orbital gap (spin up / spin down) at 0.26140 / 0.26145 hartree.


(4)
C34H80N2O8V as an isolated structure. Source: the OMol25 dataset; level of theory: ωB97M-V/def2-TZVPD.

```
125
Properties=species:S:1:pos:R:3:lowdin_charge:R:1
V -0.61 -3.42 -3.92 1.29
C -0.71 -0.77 -0.68 -0.08
C -0.64 -0.57 -2.20 -0.35
O -0.41 -1.76 -2.86 -0.31
H -0.68 0.21 -0.20 0.06
H 0.08 -1.39 -0.28 0.07
H -1.72 -1.12 -0.44 0.06
H 0.15 0.18 -2.37 0.11
H -1.59 -0.11 -2.51 0.09
C -0.95 -4.77 -0.25 -0.07
C 0.06 -5.23 -1.28 -0.35
O -0.22 -4.81 -2.58 -0.33
H -0.59 -5.01 0.75 0.08
H -1.94 -5.21 -0.38 0.07
H -1.08 -3.68 -0.30 0.06
H 0.12 -6.33 -1.27 0.12
H 1.07 -4.89 -1.01 0.11
C -5.01 -2.99 -4.39 -0.03
C -3.81 -2.65 -3.53 -0.43
C -4.17 -2.41 -2.06 -0.02
O -2.78 -3.66 -3.69 -0.13
H -5.74 -2.18 -4.40 0.08
H -5.56 -3.81 -3.90 0.10
H -4.69 -3.30 -5.38 0.09
H -3.38 -1.70 -3.85 0.12
H -5.25 -2.29 -1.98 0.09
H -3.76 -1.47 -1.69 0.04
H -3.83 -3.19 -1.37 0.09
H -3.17 -4.50 -3.44 0.13
C -0.01 3.32 0.64 -0.06
C -0.62 4.09 -0.53 -0.48
C -1.67 3.35 -1.33 -0.06
O -1.27 5.25 -0.01 -0.05
H -0.77 2.87 1.28 0.07
H 0.52 4.04 1.27 0.08
H 0.71 2.55 0.37 0.05
H 0.16 4.37 -1.25 0.13
H -1.16 2.53 -1.86 0.07
H -2.13 3.99 -2.08 0.08
H -2.45 2.89 -0.72 0.07
H -0.65 5.71 0.57 0.08
C 3.64 -4.14 -5.17 -0.03
C 2.59 -4.00 -4.09 -0.42
C 2.98 -3.14 -2.91 -0.05
O 1.41 -3.37 -4.69 -0.14
H 3.85 -3.15 -5.59 0.09
H 3.32 -4.77 -6.00 0.09
H 4.55 -4.56 -4.74 0.10
H 2.34 -4.98 -3.69 0.14
H 3.83 -3.50 -2.33 0.10
H 2.14 -3.06 -2.22 0.07
H 3.21 -2.12 -3.23 0.09
H 1.71 -2.89 -5.47 0.12
C -4.51 1.06 -2.52 -0.06
C -5.74 1.56 -3.28 -0.45
C -5.37 2.74 -4.18 -0.05
O -6.18 0.49 -4.13 -0.07
H -4.87 0.42 -1.71 0.07
H -3.93 1.81 -1.98 0.06
H -3.75 0.52 -3.10 0.06
H -6.50 1.78 -2.54 0.14
H -4.54 2.44 -4.83 0.08
H -4.96 3.56 -3.57 0.08
H -6.22 3.12 -4.73 0.08
H -5.59 0.40 -4.87 0.08
C 0.47 0.97 3.79 -0.03
C -0.61 -0.07 4.16 -0.51
C -0.19 -0.74 5.46 -0.14
C -0.41 0.16 6.68 -0.17
C -1.87 0.57 6.73 -0.14
C -2.38 1.28 5.47 -0.52
N -1.95 0.50 4.31 -0.09
O -2.33 1.14 3.10 -0.02
C -3.90 1.32 5.51 -0.04
C -1.90 2.75 5.41 -0.02
C -0.63 -1.11 3.03 -0.03
H 1.40 0.41 3.68 0.07
H 0.64 1.69 4.58 0.07
H 0.29 1.46 2.83 0.06
H -0.68 -1.70 5.63 0.12
H 0.88 -0.96 5.42 0.12
H 0.26 1.02 6.70 0.11
H -0.20 -0.42 7.59 0.11
H -2.08 1.22 7.59 0.12
H -2.50 -0.30 6.94 0.12
H -4.25 1.86 6.39 0.09
H -4.35 1.78 4.63 0.08
H -4.31 0.32 5.69 0.09
H -2.45 3.28 4.63 0.08
H -2.09 3.24 6.37 0.09
H -0.84 2.84 5.17 0.06
H -1.49 -1.77 3.08 0.09
H 0.31 -1.67 3.04 0.09
H -0.63 -0.56 2.09 0.05
H -2.93 0.52 2.68 0.10
C 5.61 -1.02 0.05 -0.04
C 4.61 0.15 0.19 -0.50
C 4.20 0.19 1.67 -0.12
C 3.57 1.52 2.04 -0.19
C 4.51 2.66 1.66 -0.13
C 4.83 2.67 0.16 -0.53
N 5.37 1.36 -0.17 -0.09
O 5.72 1.32 -1.54 -0.02
C 3.60 3.10 -0.65 -0.03
C 5.90 3.75 -0.04 -0.04
C 3.43 -0.17 -0.74 -0.03
H 5.12 -1.97 0.27 0.08
H 6.45 -0.90 0.74 0.09
H 6.03 -1.09 -0.95 0.08
H 3.48 -0.60 1.88 0.12
H 5.08 -0.01 2.29 0.12
H 3.32 1.58 3.10 0.11
H 2.58 1.65 1.58 0.09
H 5.45 2.40 2.16 0.13
H 4.19 3.64 2.02 0.12
H 3.87 3.15 -1.71 0.09
H 2.80 2.38 -0.58 0.04
H 3.23 4.09 -0.37 0.09
H 6.08 3.96 -1.09 0.08
H 5.55 4.69 0.39 0.09
H 6.83 3.57 0.51 0.09
H 3.29 -1.25 -0.76 0.06
H 3.62 0.12 -1.78 0.08
H 2.49 0.31 -0.44 0.06
H 6.68 1.37 -1.55 0.11
```

As for the spin multiplicity: 3. As for the net charge: +1. Its expectation value of S² is 2.053. As for the total energy: -2998.5533 Ha. The highest occupied orbital energy (spin up / spin down) comes out at -9.8325 / -9.8325 eV. The calculation puts the orbital gap (spin up / spin down) at 0.18667 / 0.21421 hartree.


(5)
A 7-piece molecular cluster, C29H53F3N6OPS overall. Source: the OMol25 dataset; level of theory: ωB97M-V/def2-TZVPD.

```
94
Properties=species:S:1:pos:R:3:lowdin_charge:R:1
C -0.22 1.00 -1.36 -0.15
C 0.88 0.09 -1.83 -0.45
P 2.50 0.90 -1.97 0.81
C 3.72 -0.42 -2.42 -0.25
S 3.16 1.61 -0.05 0.93
C 2.27 0.89 1.36 -0.39
O 3.06 -0.20 1.76 0.01
C 2.42 -1.04 2.56 -1.03
F 2.06 -0.47 3.62 0.28
F 3.21 -1.96 2.85 0.29
F 1.42 -1.54 2.01 0.28
H -0.25 1.93 -1.88 0.07
H -1.14 0.50 -1.54 0.07
H -0.19 1.19 -0.31 0.02
H 0.96 -0.81 -1.27 0.05
H 0.64 -0.22 -2.83 0.09
H 3.28 -1.36 -2.14 -0.02
H 3.88 -0.34 -3.47 0.04
H 4.61 -0.29 -1.85 0.03
H 2.75 2.88 -0.03 -0.01
H 2.24 1.63 2.13 0.11
H 1.26 0.61 1.13 0.09
C 5.70 5.61 -3.99 -0.10
C 5.42 4.59 -2.89 -0.26
C 4.15 3.77 -3.15 -0.22
C 2.97 4.63 -3.21 -0.24
N 2.03 5.26 -3.25 0.19
H 4.91 6.35 -4.06 0.07
H 6.63 6.15 -3.78 0.08
H 5.81 5.12 -4.96 0.08
H 5.33 5.11 -1.93 0.11
H 6.26 3.91 -2.80 0.11
H 3.98 3.06 -2.35 0.01
H 4.23 3.22 -4.09 0.13
C -0.28 5.86 -1.08 -0.13
C -1.10 6.32 0.12 -0.25
C -0.65 5.64 1.41 -0.18
C -0.82 4.18 1.33 -0.22
N -0.97 3.07 1.27 0.17
H -0.41 4.79 -1.27 0.06
H -0.57 6.39 -1.99 0.08
H 0.79 6.05 -0.92 0.06
H -2.15 6.12 -0.06 0.11
H -0.99 7.40 0.24 0.11
H -1.24 5.99 2.26 0.12
H 0.39 5.86 1.61 0.12
C -4.52 1.62 1.86 -0.11
C -5.78 2.06 1.11 -0.26
C -6.18 1.13 -0.05 -0.20
C -5.14 1.06 -1.06 -0.25
N -4.33 1.00 -1.84 0.15
H -3.64 1.61 1.21 0.05
H -4.32 2.30 2.68 0.07
H -4.65 0.61 2.27 0.08
H -5.63 3.07 0.72 0.11
H -6.62 2.11 1.80 0.08
H -7.09 1.49 -0.52 0.09
H -6.38 0.12 0.33 0.12
C -11.97 -0.67 0.72 -0.11
C -11.29 -0.24 -0.58 -0.26
C -9.77 -0.20 -0.46 -0.18
C -9.35 0.76 0.56 -0.25
N -9.06 1.50 1.36 0.18
H -11.77 0.04 1.53 0.07
H -13.05 -0.72 0.59 0.07
H -11.63 -1.66 1.04 0.08
H -11.67 0.74 -0.87 0.11
H -11.56 -0.94 -1.37 0.11
H -9.32 0.10 -1.41 0.12
H -9.37 -1.18 -0.20 0.12
C 2.87 -5.33 0.30 -0.13
C 3.02 -5.91 -1.10 -0.25
C 3.45 -4.86 -2.14 -0.17
C 2.46 -3.79 -2.23 -0.22
N 1.69 -2.97 -2.30 0.18
H 2.09 -4.57 0.35 0.07
H 2.61 -6.12 1.00 0.08
H 3.81 -4.89 0.64 0.05
H 2.08 -6.36 -1.41 0.11
H 3.77 -6.70 -1.09 0.10
H 3.56 -5.31 -3.12 0.12
H 4.41 -4.42 -1.86 0.12
C 5.04 -8.16 4.50 -0.11
C 5.98 -6.97 4.56 -0.26
C 5.56 -5.84 3.60 -0.18
C 5.57 -6.30 2.22 -0.24
N 5.57 -6.67 1.15 0.18
H 5.04 -8.62 3.51 0.07
H 5.35 -8.93 5.21 0.07
H 4.01 -7.87 4.74 0.08
H 6.99 -7.29 4.32 0.11
H 6.00 -6.57 5.57 0.11
H 6.25 -5.00 3.69 0.12
H 4.56 -5.48 3.85 0.12
```

As for the net charge: +1. As for the total energy: -2579.3881 Ha. The highest occupied orbital energy comes out at -12.4794 eV. The calculation puts the orbital gap at 0.34964 hartree.


(6)
C35H53N4OP2V as an isolated structure. Source: the OMol25 dataset; level of theory: ωB97M-V/def2-TZVPD.

```
96
Properties=species:S:1:pos:R:3:lowdin_charge:R:1
C -0.50 0.86 -2.95 -0.37
C -1.06 2.35 -1.23 -0.34
C -1.02 1.71 -3.91 -0.06
C -1.40 3.34 -2.20 -0.03
C -1.41 3.00 -3.54 -0.07
H -1.08 1.35 -4.93 0.11
H -1.73 4.31 -1.84 0.11
H -1.73 3.71 -4.30 0.11
N -0.38 1.22 -1.66 -0.04
P 1.30 -1.03 -2.14 1.12
P -1.42 1.35 1.47 1.09
C -0.07 -0.55 -3.28 -0.24
H -0.92 -1.24 -3.15 0.08
H 0.23 -0.63 -4.33 0.08
C -1.53 2.43 0.09 -0.30
H -1.88 3.44 0.35 0.07
C -3.37 1.40 1.88 -0.62
C -0.49 2.20 2.96 -0.66
C 1.26 -2.93 -2.18 -0.67
C 2.77 -0.25 -3.05 -0.64
C -3.68 -0.02 2.34 -0.11
H -3.07 -0.33 3.20 0.07
H -4.74 -0.08 2.65 0.09
H -3.53 -0.75 1.53 0.04
C -3.79 2.43 2.93 -0.09
H -3.30 2.32 3.91 0.06
H -3.65 3.46 2.58 0.08
H -4.87 2.30 3.10 0.10
C -4.18 1.75 0.63 -0.10
H -5.24 1.54 0.83 0.10
H -4.10 2.81 0.36 0.09
H -3.89 1.16 -0.25 0.03
C -0.85 1.39 4.22 -0.09
H -0.52 0.35 4.12 0.07
H -0.33 1.83 5.08 0.09
H -1.92 1.37 4.46 0.05
C 1.02 2.09 2.78 -0.11
H 1.36 1.04 2.75 0.04
H 1.39 2.61 1.90 0.07
H 1.50 2.55 3.66 0.10
C -0.82 3.69 3.03 -0.09
H -1.85 3.90 3.30 0.06
H -0.18 4.14 3.80 0.09
H -0.59 4.18 2.08 0.08
C 4.05 -0.70 -2.32 -0.08
H 4.91 -0.18 -2.78 0.10
H 4.02 -0.41 -1.26 0.07
H 4.22 -1.78 -2.41 0.07
C 2.68 1.29 -3.01 -0.07
H 1.78 1.66 -3.53 0.08
H 2.69 1.69 -2.00 0.06
H 3.56 1.69 -3.54 0.10
C 2.85 -0.62 -4.54 -0.08
H 3.76 -0.16 -4.95 0.10
H 2.91 -1.69 -4.73 0.05
H 2.00 -0.21 -5.11 0.08
C -0.18 -3.42 -1.95 -0.10
H -0.83 -3.23 -2.81 0.08
H -0.16 -4.51 -1.77 0.10
H -0.64 -2.94 -1.07 0.03
C 2.15 -3.42 -1.03 -0.09
H 1.77 -3.09 -0.06 0.06
H 2.16 -4.52 -1.05 0.10
H 3.19 -3.07 -1.13 0.07
C 1.76 -3.48 -3.52 -0.09
H 1.18 -3.08 -4.37 0.09
H 2.83 -3.31 -3.68 0.07
H 1.61 -4.58 -3.51 0.10
V 0.25 -0.13 -0.17 0.42
C 1.83 0.75 0.12 -0.22
O 2.88 1.27 0.32 0.09
N -1.63 -0.69 -0.39 0.06
C -2.75 -0.52 -0.77 -0.07
C -3.89 -1.27 -1.27 -0.20
C -3.97 -2.66 -1.01 -0.02
C -4.92 -0.65 -2.00 -0.02
C -5.12 -3.38 -1.37 -0.06
H -3.14 -3.17 -0.51 0.10
C -6.06 -1.38 -2.36 -0.05
H -4.82 0.40 -2.27 0.12
C -6.16 -2.74 -2.05 -0.06
H -5.19 -4.44 -1.11 0.11
H -6.88 -0.88 -2.89 0.12
H -7.05 -3.31 -2.34 0.12
C -1.11 -3.10 1.67 0.00
C 0.15 -2.45 2.10 -0.37
N 0.83 -1.44 1.55 0.01
C 1.98 -1.27 2.34 -0.12
C 1.95 -2.16 3.37 -0.05
N 0.79 -2.89 3.20 0.11
H -0.91 -3.83 0.87 0.08
H -1.54 -3.64 2.52 0.10
H -1.83 -2.35 1.32 0.05
H 2.74 -0.55 2.11 0.10
H 2.64 -2.31 4.18 0.12
H 0.45 -3.65 3.79 0.17
```

As for the spin multiplicity: 4. As for the net charge: +1. Its expectation value of S² is 3.784. As for the total energy: -3286.2319 Ha. The highest occupied orbital energy (spin up / spin down) comes out at -8.7158 / -8.7083 eV. The calculation puts the orbital gap (spin up / spin down) at 0.21862 / 0.19554 hartree. The value obtained for the energy above the lowest of the compared OMol25 structures with the same formula, charge and spin is 43.5 kcal per mole.